ORCA calculation (ωB97M-V/def2-TZVPD) on a cluster of 2 separate species, C32H43O3Si in total at a distorted geometry.

Geometry as XYZ:
```
79
Properties=species:S:1:pos:R:3:forces:R:3:mulliken_charge:R:1
H -3.61922 1.36571 -1.07962 -0.1 -0.1 0.1 0.35
C -0.58077 -5.84415 6.26390 0.0 0.0 -0.1 -0.55
H -3.25682 1.56524 1.47083 -0.2 -0.1 -0.1 0.29
H -2.76146 -2.91109 4.07577 0.4 -0.1 0.0 0.28
H -2.41572 -9.97054 -0.99010 0.3 0.0 -0.1 0.34
H -4.22263 -1.79495 -0.97022 0.2 -0.1 0.1 0.23
C 2.06895 -11.20606 10.28757 -0.1 0.1 -0.1 -0.53
C -0.30866 -6.05018 3.80912 0.9 -1.5 -0.2 -0.62
H 0.32409 2.02471 2.42530 -0.2 -0.1 0.1 0.45
H -0.69135 -10.82376 8.29868 0.3 0.0 0.3 0.48
C -0.49111 1.70408 -0.17311 0.1 0.1 0.0 -1.51
H -3.16630 -3.02877 -0.24197 0.0 0.2 -0.1 0.22
H -5.04322 -0.93164 1.61173 0.1 0.2 0.1 0.25
H -0.22995 -9.69173 6.72638 0.1 0.4 -0.1 0.16
H -5.03199 1.85354 -0.13715 0.1 -0.2 -0.1 0.43
C -0.58663 1.41457 2.34276 0.2 0.1 0.0 -1.60
H 2.92419 -9.63803 11.51914 -0.2 -0.2 -0.2 0.37
H -1.92548 -8.22026 3.29682 0.1 0.2 -0.3 0.72
H 0.45004 -1.86931 1.42595 -0.3 -0.3 0.2 0.03
H -1.16697 -10.41846 -2.19947 -0.1 0.0 0.2 0.25
C -0.53172 -7.77995 7.69844 0.1 -0.5 1.2 1.06
H -1.45064 2.08359 2.45409 0.2 -0.1 0.0 0.33
C 0.01398 -2.70256 1.99493 0.8 -0.3 0.1 -0.47
C -0.59409 0.70244 0.98492 -0.1 -0.5 0.1 1.15
H -5.51487 0.70753 2.10779 0.1 -0.2 0.0 0.43
H 0.28309 0.03873 0.94628 0.0 0.3 0.0 0.24
H 0.69751 -2.94308 2.82031 0.0 0.1 -0.2 0.53
H -0.64642 -4.76501 6.14459 0.0 -0.2 0.1 0.33
C -2.09320 -1.24591 -0.90775 0.0 0.3 0.4 1.07
C -0.69079 -6.39499 7.52251 0.0 0.1 -0.1 -0.81
C -1.31950 -2.44784 2.59152 -1.5 -0.1 1.2 0.99
H 0.13207 -5.05756 3.75694 -0.3 -0.1 0.0 0.75
C -1.74970 -3.09350 3.70978 0.2 1.1 -0.9 -0.90
C -4.65880 0.02812 1.98267 -0.3 0.2 0.1 -1.48
H -4.90395 0.18683 -0.72598 0.2 0.2 0.1 0.31
C 1.05395 -11.53915 9.38625 -0.1 0.2 0.1 -0.51
H 0.97138 -12.55083 8.98693 0.1 0.3 0.2 0.38
H -0.03747 -3.59692 1.35314 0.0 0.5 0.0 -0.33
H -1.37281 2.35895 -0.22472 0.2 -0.1 0.0 0.28
H -0.10372 -8.73046 4.48390 0.1 0.2 0.2 0.57
C -0.27966 -8.06016 5.32347 -0.3 0.0 0.1 -0.80
C -0.75131 -1.88783 -1.26268 0.0 -0.1 -0.3 -1.49
H 2.79759 -11.95829 10.59537 -0.2 0.2 -0.1 0.37
H -0.85793 -5.78040 8.40385 0.1 -0.1 -0.2 0.47
C 2.14633 -9.90888 10.80487 -0.2 -0.1 0.0 -0.37
C -0.46427 -6.75994 2.58509 -0.2 -0.1 -0.1 0.53
H -4.22008 -0.12931 2.97483 -0.1 -0.1 -0.2 0.29
H 0.72326 -6.74854 -0.65071 -0.1 -0.1 0.3 0.47
C -1.32068 -7.89889 2.44901 0.2 -0.1 0.0 -0.77
C -4.32900 1.02670 -0.31406 -0.2 0.3 -0.1 -1.58
C -1.40065 -8.61996 1.27264 0.1 0.0 -0.2 -0.45
O -2.18795 -1.60029 1.98716 0.4 -0.2 -0.2 -0.29
C -0.41237 -6.65358 5.10153 -0.2 -0.1 0.4 0.24
H -2.04335 -9.50249 1.20410 0.2 0.5 0.1 0.40
H -0.37978 1.20710 -1.14508 -0.1 0.1 0.2 0.32
C 0.17325 -7.05312 0.23891 0.0 -0.2 -0.2 -0.82
H 0.39099 2.34366 -0.02497 -0.2 -0.1 -0.1 0.48
H -0.79296 -2.25224 -2.29915 0.1 0.0 0.2 0.50
C 0.26475 -9.26913 9.45050 0.2 -0.4 0.0 0.31
H -2.27771 -0.40813 -1.60330 0.0 -0.3 0.0 0.39
C -1.34243 -10.11801 -1.16678 0.0 0.1 0.0 -0.82
C -0.33674 -8.61714 6.59377 0.1 0.1 -0.4 -0.44
O -0.61690 -8.87696 -1.03719 -0.1 0.6 1.4 -0.41
H 1.24335 -7.92668 10.81185 0.1 -0.3 -0.1 0.41
C 0.12382 -10.57606 8.97999 0.2 0.3 0.1 -0.25
C -0.63441 -8.21646 0.14874 -0.1 -0.4 -0.4 0.93
C 0.26331 -6.35967 1.41943 -0.2 0.1 0.1 -0.48
C -3.65581 0.64938 1.00647 0.4 -0.3 0.2 0.87
O -0.56649 -8.22582 9.00890 -0.1 0.6 -1.1 -0.46
H -1.02387 -3.59180 4.33072 -0.2 -0.1 0.0 0.13
C 1.22284 -8.94133 10.41536 -0.1 0.0 -0.5 -0.45
H -3.16217 -2.77114 -1.99725 -0.1 0.0 0.2 0.43
C -3.23217 -2.26128 -1.02644 0.0 -0.2 -0.2 -1.40
H 0.94758 -5.51295 1.49425 -0.3 -0.2 -0.1 0.50
H -0.95306 -10.88083 -0.47942 0.0 0.2 -0.2 0.36
Si -2.10615 -0.41537 0.78512 -0.1 0.2 -0.3 -0.82
H -0.54550 -2.75220 -0.61791 0.0 0.2 -0.2 0.13
H 0.09098 -1.18719 -1.19355 -0.1 -0.1 0.0 0.29
H -0.59080 0.70432 3.17930 -0.1 0.1 -0.1 0.29
```
Positions in Å, forces in eV/Å.

Frontier orbital gap = 5.60 eV
Relative energy (zero: lowest compared OMol25 entry of this formula, charge and spin) = 0.00 kcal per mole
Largest force on an atom = 1.90 eV Å⁻¹
2S+1 = 1
DFT total energy = -1760.1223 Ha
Net charge = +1